A molecular structure, C30H43Cl5P2Ru in a non-equilibrium geometry. Source: OMol25; level of theory: ωB97M-V/def2-TZVPD.

Structure (XYZ):
```
81
C30H43Cl5P2Ru | OMol25 | ωB97M-V/def2-TZVPD
Ru 0.35 -0.56 -1.31
Cl -1.64 2.78 3.85
Cl -2.20 6.80 -0.89
Cl -2.22 3.71 -1.43
Cl -2.09 7.87 2.04
Cl -1.85 5.86 4.42
P 1.52 1.29 -1.65
P -1.33 -0.01 -2.60
C 1.15 1.26 -6.03
C 0.93 0.39 2.68
C 0.35 -0.59 -7.53
C 1.08 -0.05 -6.32
C -0.56 1.37 -3.53
C -1.98 6.20 1.74
C -1.20 1.84 -6.96
C -1.76 3.88 2.54
C 1.82 2.40 -0.27
C -2.05 5.71 0.41
C -1.07 -1.17 -7.33
C -1.97 -0.52 2.04
C 0.53 2.22 -2.88
C -1.80 3.47 1.24
C -1.99 4.31 0.19
C 0.23 2.32 -6.60
C 0.68 -2.17 -0.06
C -0.76 -0.93 1.29
C 2.92 -1.17 0.81
C -0.73 -1.91 0.23
C 3.08 0.73 -2.33
C -1.86 0.85 -6.05
C 1.45 -1.18 0.68
C -1.86 5.29 2.81
C -1.85 -2.80 -0.15
C -3.03 0.28 -2.17
C -1.17 -1.58 -3.46
C 1.25 -3.42 -0.63
C 0.54 -0.51 1.57
C -1.94 -0.48 -6.31
H -2.47 1.28 -5.24
H -0.97 -2.24 -7.06
H 1.56 -4.10 0.17
H 2.96 -0.28 -2.75
H 0.89 -0.15 3.63
H 0.87 2.78 0.11
H -2.87 -0.94 1.59
H -3.42 -0.60 -1.64
H -2.03 -2.21 -3.20
H -2.05 0.57 2.07
H -1.21 1.47 -8.00
H 1.21 2.64 -3.63
H 3.25 -1.76 1.68
H 2.12 -3.21 -1.25
H 2.33 1.85 0.53
H 0.05 3.06 -2.35
H 1.98 1.65 -5.42
H 0.97 -1.42 -7.91
H -1.58 -1.16 -8.30
H -2.06 -3.53 0.65
H -3.07 1.17 -1.54
H -0.23 -2.07 -3.15
H -0.17 0.88 -4.43
H 3.41 1.44 -3.10
H 1.95 0.76 2.56
H 1.70 -0.77 -5.78
H -2.77 -2.22 -0.30
H 0.24 1.23 2.76
H 0.33 0.14 -8.35
H -1.15 -1.41 -4.54
H -1.63 -3.35 -1.06
H 0.68 2.74 -7.52
H 3.39 -1.59 -0.08
H -1.91 -0.87 3.08
H -1.37 2.03 -3.86
H 3.81 0.69 -1.51
H 2.46 3.23 -0.62
H -3.63 0.43 -3.08
H 3.30 -0.15 0.95
H -1.85 2.73 -6.96
H -2.78 -1.07 -5.92
H 0.15 3.16 -5.90
H 0.49 -3.93 -1.24
```

Calculated values
Spin multiplicity: 6
Relative energy (zero: lowest compared OMol25 entry of this formula, charge and spin): 0.0 kcal/mol
Charge: +1
Molar mass: 744.0 g mol⁻¹
Gap between HOMO and LUMO (spin up / spin down): 5.60 / 6.30 eV
Total energy: -115566.8754 eV
HOMO (spin up / spin down): -7.6 / -10.7 eV